Record 1
# C19H18Cl2N2O5

A structure of composition C19H18Cl2N2O5 in a non-equilibrium geometry (wB97M-V/def2-TZVPD, OMol25).

```
46
Properties=species:S:1:pos:R:3:nbo_charge:R:1
C -2.576 -4.002 1.194 -0.27
H -3.558 -4.094 1.105 0.19
O -2.176 -2.559 0.820 -0.54
C -0.920 -2.352 0.923 -0.04
C -0.101 -3.052 -0.364 -0.13
H -0.786 -2.999 -1.068 0.19
H 0.174 -3.997 0.194 0.24
O 0.932 -1.985 -0.638 -0.49
C 1.914 -1.937 0.277 0.81
O 2.055 -2.749 1.321 -0.67
C 2.879 -0.728 0.037 -0.28
C 3.960 -0.571 0.622 0.29
N 4.912 0.173 0.214 -0.60
C 4.835 1.096 -0.858 0.80
O 5.659 1.772 -1.372 -0.58
N 3.686 0.612 -1.532 -0.65
H 3.689 0.998 -2.466 0.40
C 2.539 -0.074 -1.068 -0.09
C 1.644 1.076 -0.748 0.36
C 1.620 2.255 0.000 -0.31
C 0.287 2.618 0.093 -0.26
C -0.617 1.699 -0.058 0.30
C -1.936 1.481 -0.110 -0.19
C -2.493 0.327 -0.716 -0.18
C -3.772 0.120 -1.093 0.02
C -4.580 0.725 -0.114 -0.26
C -4.178 1.603 0.605 -0.19
C -2.806 2.280 0.550 -0.04
Cl -2.423 3.431 1.642 0.10
H -4.832 2.346 1.268 0.22
H -5.698 0.554 -0.126 0.23
Cl -4.363 -1.434 -1.870 -0.03
H -1.716 -0.274 -1.457 0.26
O 0.229 0.480 -0.775 -0.54
H 0.027 3.490 0.628 0.24
H 2.593 2.962 0.095 0.25
H 2.164 -0.616 -2.125 0.25
H 5.725 0.560 1.129 0.41
C 4.519 -1.360 1.947 -0.61
H 5.388 -1.734 1.822 0.19
H 3.906 -2.251 2.368 0.28
H 4.519 -0.636 2.998 0.21
H -1.038 -1.270 0.940 0.21
H -0.610 -2.798 1.936 0.15
H -2.319 -4.604 0.270 0.17
H -2.081 -4.371 2.076 0.19
```

Summary:
Total charge: 0
Highest occupied orbital energy in Eh: -0.3003
2S+1: 1
Energy in eV: -58243.889
Energy above the lowest of the compared OMol25 structures with the same formula, charge and spin in eV: 14.4638
Orbital gap in eV: 8.0

---

Record 2
# C4H11NO2

A cluster of 3 separate species, C4H11NO2 in total in a non-equilibrium geometry (wB97M-V/def2-TZVPD, OMol25).

```
18
Properties=species:S:1:pos:R:3:nbo_charge:R:1
N 0.623 -0.512 2.088 -0.82
C 0.886 -0.146 0.786 0.09
C 0.545 -0.966 -0.190 -0.42
C 0.254 -0.595 -1.520 -0.21
C -0.390 -1.447 -2.341 -0.44
H 1.163 -0.108 2.764 0.37
H 0.350 -1.524 2.237 0.38
H 1.481 0.826 0.549 0.25
H 0.359 -1.980 0.123 0.19
H 0.611 0.516 -1.881 0.20
H -0.624 -1.296 -3.396 0.20
H -0.738 -2.453 -2.087 0.19
H 0.422 2.119 1.849 0.47
H -0.478 2.574 0.622 0.51
O 0.215 1.978 0.983 -0.96
H -1.828 0.576 0.406 0.48
H -1.081 1.104 -0.795 0.48
O -1.770 1.335 -0.198 -0.95
```

Summary:
Total charge: 0
Highest occupied orbital energy in Eh: -0.2684
2S+1: 1
Energy in eV: -9908.248
Energy above the lowest of the compared OMol25 structures with the same formula, charge and spin in eV: 3.9940
Orbital gap in eV: 8.0

---

Record 3
# C8H8N4O

An isolated molecule of C8H8N4O in a non-equilibrium geometry (wB97M-V/def2-TZVPD, OMol25).

```
21
Properties=species:S:1:pos:R:3:nbo_charge:R:1
C -0.015 1.192 -1.887 -0.25
C 1.294 0.696 -1.785 -0.24
C 0.610 0.650 1.786 0.35
C -0.987 0.099 -1.335 -0.10
C 0.287 -1.348 -0.092 0.10
C -0.015 -1.415 1.196 0.25
C -0.587 1.266 -0.472 0.37
C 1.463 0.372 -0.352 -0.07
N 0.476 -0.523 2.169 -0.45
N -0.454 -1.143 -1.202 -0.52
N 0.553 1.090 0.456 -0.50
N -0.718 -2.488 1.794 -0.77
O -1.408 2.320 0.006 -0.70
H -0.345 1.801 -2.771 0.23
H 2.080 0.600 -2.408 0.22
H 0.785 1.316 2.544 0.18
H 2.393 0.062 0.094 0.23
H -0.523 -1.631 -2.034 0.41
H -1.477 -2.851 1.210 0.38
H -1.141 -2.059 2.639 0.38
H -2.269 1.995 0.444 0.49
```

Summary:
Total charge: 0
Highest occupied orbital energy (alpha / beta) in Eh: -0.2660 / -0.2661
2S+1: 1
Energy in eV: -16425.323
Energy above the lowest of the compared OMol25 structures with the same formula, charge and spin in eV: 8.3754
Orbital gap (alpha / beta) in eV: 7.1 / 7.1